Version P
ORCA calculation (the ωB97M-V functional and the def2-TZVPD basis) on one molecule with the formula C5H5N3.

Last column: natural (NBO) charge in e.
Geometry (Å):
1 C -0.329 3.127 1.499  -0.27
2 C -0.354 1.950 1.208  0.18
3 N -0.327 0.649 0.668  -0.18
4 N 0.682 -0.154 1.018  -0.21
5 C 1.030 -1.200 0.429  0.05
6 C 0.195 -1.649 -0.810  -0.55
7 C -0.668 -0.547 -1.256  0.08
8 N -1.018 0.534 -0.673  -0.20
9 H -0.343 4.139 1.465  0.22
10 H 1.910 -1.775 0.651  0.20
11 H 1.008 -1.971 -1.544  0.24
12 H -0.567 -2.411 -0.500  0.24
13 H -1.219 -0.692 -2.156  0.19

Output
SMILES string = C#CN1N=CCC=N1
E_HOMO = -8.436 eV

Version Q
ORCA calculation (the ωB97M-V functional and the def2-TZVPD basis) on C5H5N3 as an isolated structure.

Last column: natural (NBO) charge in e.
Geometry (Å):
1 C 0.713 -1.566 0.935  0.32
2 C 0.109 0.350 0.639  0.42
3 C -0.469 1.792 -0.902  -0.01
4 C -0.696 0.659 -1.513  -0.26
5 C -0.586 -0.417 -0.469  -0.20
6 H 0.102 -2.365 -0.723  0.38
7 H 0.870 -2.710 1.320  0.19
8 H -0.571 2.876 -1.061  0.22
9 H -1.327 0.568 -2.434  0.22
10 H -1.616 -0.538 -0.115  0.24
11 N 0.345 -1.528 -0.372  -0.57
12 N 0.680 -0.478 1.585  -0.48
13 N 0.135 1.614 0.341  -0.46

Output
E_HOMO = -8.863 eV

Version R
ORCA calculation (the ωB97M-V functional and the def2-TZVPD basis) on one molecule with the formula C5H5N3.

Last column: natural (NBO) charge in e.
Geometry (Å):
1 C 0.743 -0.054 1.491  -0.16
2 C 0.798 -1.072 0.580  -0.22
3 C 0.105 -0.652 -0.603  0.07
4 C -0.682 -0.902 -1.793  -0.11
5 N -1.181 0.246 -2.231  -0.24
6 N -0.929 1.286 -1.456  -0.06
7 N -0.038 0.706 -0.508  -0.17
8 C 0.018 1.153 1.005  -0.25
9 H 1.130 -0.252 2.471  0.22
10 H 1.165 -2.039 0.787  0.23
11 H -0.964 -1.910 -2.351  0.23
12 H -0.888 1.467 1.348  0.24
13 H 0.722 2.023 1.261  0.23

Output
SMILES string = C1=Cc2cnnn2C1
E_HOMO = -8.770 eV

Which is most stable? The ranking, best first, is version Q, version R, version P.

Version P
ORCA calculation (the ωB97M-V functional and the def2-TZVPD basis) on C4H11NP as an isolated structure.

Last column: natural (NBO) charge in e.
Geometry (Å):
1 C 1.222 0.435 -0.143  -0.50
2 C 1.652 0.451 1.254  -0.24
3 C -0.243 0.621 0.175  -0.22
4 C -1.511 -1.158 -1.906  -0.95
5 N 0.407 0.035 1.913  -0.64
6 P -1.611 -0.389 -0.238  0.62
7 H 1.625 1.240 -0.841  0.26
8 H 1.577 -0.434 -0.677  0.25
9 H 2.432 -0.241 1.541  0.23
10 H 2.042 1.456 1.510  0.24
11 H -0.636 1.615 0.368  0.25
12 H -0.820 -2.063 -2.068  0.27
13 H -1.315 -0.364 -2.654  0.25
14 H -2.583 -1.431 -2.207  0.28
15 H 0.342 -0.964 1.886  0.42
16 H 0.016 0.595 2.765  0.45
17 H -2.596 0.595 -0.677  0.02

Output
Total charge = +1
E_HOMO = -13.368 eV

Version Q
ORCA calculation (the ωB97M-V functional and the def2-TZVPD basis) on a 2-piece molecular cluster, C4H11NP overall.

Last column: natural (NBO) charge in e.
Geometry (Å):
1 C 0.150 -0.773 1.181  -0.39
2 C -1.061 0.088 0.737  -0.56
3 C 1.388 0.168 1.341  -0.70
4 C -0.435 0.722 -0.414  -0.06
5 N -0.317 -0.685 -2.187  -0.92
6 P 1.352 1.156 -0.237  0.64
7 H -0.250 -1.485 1.934  0.26
8 H 0.498 -1.426 0.361  0.20
9 H -1.833 -0.503 0.475  0.25
10 H -1.350 0.808 1.394  0.27
11 H 1.213 0.737 2.278  0.25
12 H 2.352 -0.285 1.364  0.25
13 H -1.057 1.438 -1.176  0.25
14 H -0.249 -1.663 -2.024  0.41
15 H 0.168 -0.205 -2.907  0.41
16 H -1.300 -0.446 -2.363  0.39
17 H 0.730 2.354 0.244  0.03

Output
Total charge = +1
E_HOMO = -14.416 eV

Version R
ORCA calculation (the ωB97M-V functional and the def2-TZVPD basis) on an isolated ion of composition C4H11NP and charge +1.

Last column: natural (NBO) charge in e.
Geometry (Å):
1 C 1.608 1.551 0.736  -0.22
2 C -0.857 -0.637 -1.138  -0.44
3 C 1.223 1.334 -0.584  -0.59
4 C -1.283 -0.857 1.224  -0.46
5 N -1.699 -0.283 -0.117  -0.62
6 P 0.935 -0.340 -1.030  1.04
7 H 1.539 2.468 1.253  0.23
8 H 2.201 0.841 1.282  0.21
9 H -1.069 -0.042 -2.011  0.26
10 H -0.726 -1.679 -1.159  0.21
11 H 0.741 2.138 -1.202  0.27
12 H -1.928 -1.132 2.042  0.25
13 H -0.462 -1.636 1.267  0.20
14 H -0.645 -0.024 1.528  0.19
15 H -2.554 0.082 -0.163  0.41
16 H 1.565 -0.886 0.165  0.05
17 H 1.409 -0.898 -2.090  0.02

Output
Total charge = +1
E_HOMO = -12.869 eV

Which is most stable? The ranking, best first, is version P, version Q, version R.

Version P
ORCA calculation (the ωB97M-V functional and the def2-TZVPD basis) on a 2-piece molecular cluster, FH2NS overall.

Last column: natural (NBO) charge in e.
Geometry (Å):
1 N -0.215 0.703 -0.688  -0.06
2 F 0.596 0.533 -1.710  -0.17
3 S -0.036 -1.274 1.412  -0.25
4 H -1.199 0.240 -0.830  0.33
5 H 0.853 -0.202 1.817  0.15

Output
E_HOMO (alpha / beta) = -9.637 / -9.630 eV

Version Q
ORCA calculation (the ωB97M-V functional and the def2-TZVPD basis) on one molecule with the formula FH2NS.

Last column: natural (NBO) charge in e.
Geometry (Å):
1 F 2.059 0.213 0.259  -0.29
2 N 0.924 0.312 -0.675  -0.39
3 S -0.215 1.342 0.076  0.20
4 H 0.617 -0.683 -0.802  0.37
5 H -1.287 0.438 0.188  0.11

Output
SMILES string = FNS
E_HOMO = -9.507 eV

Which is most stable? The ranking, best first, is version Q, version P.

Version P
ORCA calculation (the ωB97M-V functional and the def2-TZVPD basis) on C13H14Br2N2OS4SbTc as an isolated structure.

Last column: natural (NBO) charge in e.
Geometry (Å):
1 Tc 0.569 -0.817 0.884  0.28
2 Br -1.494 2.126 1.435  0.06
3 C -3.367 1.852 1.076  -0.54
4 Br -3.894 0.040 0.822  0.07
5 H -3.609 2.408 0.185  0.23
6 H -3.897 2.220 1.938  0.23
7 S 1.785 -4.080 4.166  -0.63
8 Sb 2.581 -2.613 2.725  1.35
9 S 0.993 -0.319 3.228  -0.14
10 S 2.013 -2.623 0.394  -0.43
11 S 4.569 -1.573 2.892  -0.75
12 C -1.780 -0.967 3.453  -0.70
13 C -0.484 -1.268 2.778  0.32
14 O -0.302 -2.344 2.104  -0.58
15 H -2.607 -1.400 2.892  0.25
16 H -1.919 0.100 3.595  0.23
17 H -1.723 -1.446 4.432  0.26
18 C -0.248 -0.626 -0.607  0.27
19 C -0.805 -0.369 -1.914  -0.22
20 C -0.819 -1.426 -2.821  -0.14
21 C -1.300 -1.224 -4.103  -0.21
22 C -1.762 0.031 -4.479  -0.20
23 C -1.752 1.089 -3.572  -0.16
24 C -1.277 0.889 -2.288  -0.19
25 H -0.451 -2.398 -2.507  0.23
26 H -1.311 -2.044 -4.809  0.22
27 H -2.130 0.188 -5.486  0.22
28 H -2.114 2.065 -3.870  0.21
29 H -1.265 1.701 -1.567  0.21
30 N 3.320 0.504 0.632  -0.33
31 C 4.046 1.496 0.112  0.00
32 C 3.209 2.256 -0.684  -0.34
33 C 1.964 1.630 -0.578  -0.01
34 N 2.044 0.569 0.225  -0.25
35 H 3.640 -0.227 1.280  0.46
36 H 5.096 1.583 0.343  0.24
37 H 3.460 3.133 -1.259  0.24
38 H 1.022 1.885 -1.045  0.22

Output
E_HOMO = -8.026 eV

Version Q
ORCA calculation (the ωB97M-V functional and the def2-TZVPD basis) on C13H14Br2N2OS4SbTc as an isolated structure.

Last column: natural (NBO) charge in e.
Geometry (Å):
1 Tc -0.706 0.962 -0.376  0.21
2 Br -3.013 -2.244 -2.554  0.05
3 C -1.217 -2.954 -2.606  -0.52
4 Br -0.452 -3.078 -0.839  0.01
5 H -0.592 -2.280 -3.185  0.25
6 H -1.251 -3.963 -3.015  0.23
7 S -0.927 4.952 -2.658  -0.85
8 Sb -2.825 4.286 -1.537  0.97
9 S -0.549 2.766 1.089  0.14
10 S -2.513 1.903 -1.584  -0.74
11 S -1.915 4.181 0.999  -0.31
12 C 0.927 2.128 -3.009  -0.78
13 C 0.198 1.175 -2.180  0.60
14 O -0.257 0.080 -2.454  -0.55
15 H 1.088 1.763 -4.022  0.23
16 H 1.865 2.410 -2.531  0.26
17 H 0.325 3.055 -3.042  0.33
18 C 0.801 0.283 0.470  0.27
19 C 1.992 -0.070 1.104  -0.31
20 C 2.631 -1.309 0.895  -0.09
21 C 3.835 -1.581 1.510  -0.23
22 C 4.430 -0.645 2.343  -0.17
23 C 3.800 0.572 2.573  -0.20
24 C 2.598 0.865 1.968  -0.15
25 H 2.165 -2.038 0.251  0.22
26 H 4.320 -2.530 1.336  0.22
27 H 5.385 -0.856 2.802  0.22
28 H 4.255 1.302 3.223  0.22
29 H 2.097 1.807 2.133  0.24
30 N -1.775 -1.137 1.731  -0.31
31 C -2.835 -1.786 2.240  -0.01
32 C -3.915 -1.479 1.444  -0.33
33 C -3.411 -0.617 0.467  0.03
34 N -2.116 -0.419 0.655  -0.30
35 H -0.816 -1.141 2.049  0.43
36 H -2.769 -2.399 3.116  0.23
37 H -4.925 -1.817 1.540  0.24
38 H -3.931 -0.145 -0.345  0.26

Output
E_HOMO (alpha / beta) = -7.106 / -7.107 eV

Which is most stable? The ranking, best first, is version P, version Q.